[1]
Here is a cluster of 2 separate species, CH3NO4 in total from the Open Molecules 2025 dataset. Energies are from wB97M-V/def2-TZVPD.

Element x y z (Å)
C 0.4997 -0.3123 -0.3329
N -0.4391 -0.0595 2.4978
O -0.5646 1.2676 2.4030
O 0.1857 -0.4607 3.3951
O 0.5574 0.8539 -0.6149
O -1.0820 -0.6752 1.7222
H -0.3511 -0.9985 -0.4750
H 1.3302 -0.6387 0.2764
H -1.2236 1.4821 1.7315

LUMO energy ... 0.216 eV
Net charge ... 0
Relative energy (zero: lowest compared OMol25 entry of this formula, charge and spin) ... 68.27 kcal/mol
E_HOMO ... -0.3779 Eh
Orbital gap ... 10.50 eV
SMILES string ... O=[N+]([O-])O.C=O

Atom charges from the natural (NBO) analysis, given in e for atoms 1 to 5: number 1, C, carries 0.26; number 2, N, carries 0.75; number 3, O, carries -0.51; number 4, O, carries -0.32; number 5, O, carries -0.52

***

[2]
Here is the molecule C7H10O from the Open Molecules 2025 dataset. Energies are from wB97M-V/def2-TZVPD.

Element x y z (Å)
C 2.2329 0.4725 -0.2534
C 0.7752 -0.6567 -0.0983
C -0.5392 -1.0917 0.1945
C -1.5449 -0.2046 -0.8941
C -0.9075 1.0717 -0.1389
C -1.2053 0.0609 1.2305
C 0.7720 0.8926 0.0955
H 1.9967 0.1780 -1.4218
H 3.1374 1.0422 0.0347
H 1.0513 -0.9398 -1.2911
H -0.5020 -2.2878 0.3276
H -2.5122 -0.2008 -0.6814
H -1.5788 -0.8325 -1.9501
H -1.2593 2.1856 -0.2822
H -0.5924 -0.0285 2.1358
H -2.2868 -0.0327 1.3337
H 0.9158 1.0338 1.2360
O 2.0472 -0.6621 0.4229

LUMO energy ... 1.078 eV
Net charge ... 0
Relative energy (zero: lowest compared OMol25 entry of this formula, charge and spin) ... 211.95 kcal/mol
E_HOMO ... -0.3421 Eh
Orbital gap ... 10.39 eV

Atom charges from the natural (NBO) analysis, given in e for atoms 1 to 5: number 1, C, carries -0.06; number 2, C, carries 0.07; number 3, C, carries -0.23; number 4, C, carries -0.37; number 5, C, carries -0.20

***

[3]
Here is a structure of composition C39H57O3P2PdS2 from the Open Molecules 2025 dataset. Energies are from wB97M-V/def2-TZVPD.

Element x y z (Å)
Pd 0.5195 -1.3305 0.8521
O 1.1331 -1.6418 -2.2734
S 1.5320 -2.0883 -0.9015
C 3.3164 -1.8681 -0.7765
C 3.8862 -1.7708 0.4788
C 5.2147 -1.3225 0.5828
C 5.9390 -0.9607 -0.5374
C 5.3441 -1.0197 -1.7972
C 4.0106 -1.4452 -1.9069
C 1.4432 -3.9075 -0.9860
C 2.0169 -4.6810 0.0157
C 2.0686 -6.0693 -0.1463
C 1.4832 -6.6745 -1.2642
C 0.8363 -5.8845 -2.2133
C 0.8342 -4.4992 -2.0813
H 3.2540 -1.9629 1.3221
H 5.7381 -1.2779 1.5221
H 6.9981 -0.6928 -0.4571
H 5.8831 -0.8028 -2.7129
H 3.5140 -1.4927 -2.8782
H 2.4206 -4.2497 0.9370
H 2.5648 -6.6410 0.6102
H 1.5300 -7.7329 -1.3573
H 0.4015 -6.2885 -3.1385
H 0.4249 -3.8881 -2.9002
C -2.1190 -2.5861 -2.9430
P -2.9411 -3.8379 -1.9467
C -3.0976 -3.0844 -0.3332
C -4.5480 -3.8828 -2.8208
O -2.3713 -5.2205 -1.8926
H -2.7736 -1.7362 -3.0965
H -1.8960 -2.9781 -3.9154
H -1.2193 -2.1431 -2.5447
H -3.4405 -2.0317 -0.3990
H -2.1208 -3.0801 0.1191
H -3.8084 -3.6087 0.3347
H -5.0889 -2.9247 -2.9341
H -5.2180 -4.6196 -2.4056
H -4.3031 -4.2123 -3.8322
O -1.1885 0.8926 -0.4951
P -0.5077 2.2467 -0.2962
C -1.4731 3.2698 0.8774
C -2.4766 4.2363 0.2127
C -3.7177 3.4831 -0.2994
C -4.0902 2.2832 0.5654
C -3.6193 2.4667 2.0162
C -2.1145 2.4320 2.0479
C -0.1557 3.0732 -1.8812
C -1.3330 3.3330 -2.8252
C -2.0366 2.0407 -3.2776
C -1.0273 0.9117 -3.5846
C 0.3124 1.5129 -3.9447
C 0.8798 2.2320 -2.7220
C 1.2247 2.0543 0.4464
C 2.3423 3.0399 0.0484
C 2.3242 4.3740 0.8555
C 2.4264 4.1314 2.3559
C 1.3160 3.2069 2.8248
C 1.2255 1.8931 2.0175
H -0.7123 3.9464 1.3038
H -2.0333 4.7864 -0.6050
H -2.7610 4.9359 1.0192
H -3.5819 3.1821 -1.3318
H -4.5749 4.1768 -0.3503
H -3.6831 1.3169 0.1876
H -5.1566 2.1034 0.4746
H -4.0660 1.6944 2.6292
H -4.0466 3.4109 2.3639
H -1.7676 1.3870 2.0666
H -1.7271 2.8136 3.0312
H 0.3423 3.9564 -1.5886
H -0.9344 3.8615 -3.7123
H -2.0736 4.0374 -2.3599
H -2.6288 2.2290 -4.1984
H -2.7381 1.7296 -2.5150
H -1.3737 0.2576 -4.3922
H -0.9168 0.3303 -2.6792
H 0.1860 2.2356 -4.8036
H 1.0604 0.7558 -4.2296
H 1.7072 2.8531 -3.0380
H 1.3323 1.3864 -2.1275
H 1.3513 1.0198 0.0756
H 2.3580 3.3081 -1.0134
H 3.2891 2.5106 0.1805
H 1.3814 4.8740 0.5744
H 3.1325 5.0197 0.5120
H 2.4561 5.0798 2.9246
H 3.3991 3.6720 2.5810
H 0.3767 3.7872 2.8019
H 1.4716 2.9633 3.8739
H 0.3471 1.3307 2.3210
H 2.0997 1.2927 2.2269
S -1.1744 -1.3036 2.5181
C -0.4391 -1.5445 4.1147
C 0.8307 -2.1277 4.2005
C 1.5157 -2.1958 5.4165
C 0.9479 -1.7032 6.5669
C -0.3209 -1.1285 6.4886
C -1.0172 -1.0799 5.2995
H 1.2897 -2.4387 3.2855
H 2.4769 -2.6400 5.4229
H 1.4423 -1.7624 7.5316
H -0.8055 -0.6956 7.3882
H -1.9341 -0.5989 5.2389

LUMO energy ... 2.497 eV
Net charge ... -1
Relative energy (zero: lowest compared OMol25 entry of this formula, charge and spin) ... 0.00 kcal/mol
E_HOMO ... -0.1310 Eh
Orbital gap ... 6.06 eV

Atom charges from the Löwdin analysis, given in e for atoms 1 to 5: number 1, Pd, carries 0.13; number 2, O, carries -0.51; number 3, S, carries 0.78; number 4, C, carries -0.36; number 5, C, carries -0.09

***

[4]
Here is a structure of composition C2H4CuNaO from the Open Molecules 2025 dataset. Energies are from wB97M-V/def2-TZVPD.

Element x y z (Å)
O -0.6153 -0.3942 0.0669
Na 1.8112 -0.2982 -0.4430
C -1.5566 0.3463 0.4662
C -1.5819 1.7334 -0.0280
H -2.4018 -0.1386 0.9574
H -0.9982 1.8708 -0.9360
H -1.5608 2.6629 0.5344
Cu 0.5607 -2.3779 -0.2772
H -2.6161 1.4415 0.2997

LUMO energy (alpha / beta) ... -3.915 / -4.990 eV
Net charge ... +1
E_HOMO (alpha / beta) ... -0.4042 / -0.5108 Eh
Orbital gap (alpha / beta) ... 7.08 / 8.91 eV
Spin multiplicity ... 2

Atom charges from the natural (NBO) analysis, given in e for atoms 1 to 5: number 1, O, carries -0.72; number 2, Na, carries 0.84; number 3, C, carries 0.42; number 4, C, carries -0.77; number 5, H, carries 0.18

***

[5]
Here is the molecule C17H21N3O2 from the Open Molecules 2025 dataset. Energies are from wB97M-V/def2-TZVPD.

Element x y z (Å)
C 6.5572 -1.5357 -1.5172
C 5.1208 -2.0449 -1.5489
C 4.1091 -1.0261 -1.0257
C 4.2531 -0.7589 0.4739
N 3.2300 0.1489 0.9406
C 2.1883 -0.2505 1.6818
O 2.0406 -1.3604 2.1440
C 1.1652 0.8806 1.9367
N 0.3941 1.1824 0.7475
N -0.7984 0.6313 0.7014
C -1.5860 0.8252 -0.3220
C -1.1752 1.6741 -1.3912
C 0.0487 2.2506 -1.3378
C 0.9381 1.9975 -0.2336
O 2.0767 2.4412 -0.1162
H 0.4117 2.9139 -2.1077
H -1.8446 1.8753 -2.2128
C -2.8916 0.1627 -0.2872
C -3.4218 -0.2535 0.9351
C -4.6491 -0.8780 0.9920
C -5.3874 -1.1131 -0.1646
C -4.8530 -0.7093 -1.3809
C -3.6242 -0.0800 -1.4467
H -3.2302 0.1996 -2.4124
H -5.4046 -0.8921 -2.2922
C -6.7134 -1.8036 -0.0896
H -6.5708 -2.8602 0.1376
H -7.2497 -1.7253 -1.0319
H -7.3251 -1.3743 0.7017
H -5.0471 -1.1907 1.9467
H -2.8531 -0.0746 1.8335
H 0.4678 0.5443 2.7039
H 1.6937 1.7849 2.2484
H 3.2036 1.0827 0.5367
H 5.2303 -0.3207 0.6926
H 4.1407 -1.6890 1.0359
H 4.2214 -0.0846 -1.5693
H 3.0993 -1.4013 -1.2097
H 4.8580 -2.2935 -2.5797
H 5.0453 -2.9603 -0.9585
H 6.6398 -0.5953 -2.0577
H 6.8956 -1.3787 -0.4967
H 7.2219 -2.2582 -1.9851

LUMO energy ... -0.075 eV
Net charge ... 0
Relative energy (zero: lowest compared OMol25 entry of this formula, charge and spin) ... 27.14 kcal/mol
E_HOMO ... -0.3114 Eh
Orbital gap ... 8.40 eV
SMILES string ... CCCCNC(=O)Cn1nc(-c2ccc(C)cc2)ccc1=O

Atom charges from the natural (NBO) analysis, given in e for atoms 1 to 5: number 1, C, carries -0.61; number 2, C, carries -0.39; number 3, C, carries -0.40; number 4, C, carries -0.23; number 5, N, carries -0.62

***

[6]
Here is a structure of composition C3Br2N2 from the Open Molecules 2025 dataset. Energies are from wB97M-V/def2-TZVPD.

Element x y z (Å)
C 0.3247 1.2466 0.1495
C -0.3489 -0.7280 1.3905
C -0.3547 0.0156 0.2074
N 0.9390 2.2163 0.2355
N -0.4401 -1.2956 2.4037
Br -1.3087 -0.6602 -1.2288
Br 1.1887 -0.7947 -3.1578

LUMO energy (alpha / beta) ... -3.667 / -3.172 eV
Net charge ... 0
Relative energy (zero: lowest compared OMol25 entry of this formula, charge and spin) ... 33.28 kcal/mol
E_HOMO (alpha / beta) ... -0.3754 / -0.4197 Eh
Orbital gap (alpha / beta) ... 6.55 / 8.25 eV

Atom charges from the natural (NBO) analysis, given in e for atoms 1 to 5: number 1, C, carries 0.20; number 2, C, carries 0.19; number 3, C, carries -0.22; number 4, N, carries -0.19; number 5, N, carries -0.19